(1)
This record from the Open Molecules 2025 dataset describes a cluster of 2 separate species, C5H16N3 in total in a non-equilibrium geometry. The level of theory is ωB97M-V/def2-TZVPD.

The geometry in ORCA input format:
```
! RIJCOSX wB97M-V def2-TZVPD def2/J DEFGRID3
* xyz 2 2
C 0.439 2.164 -0.217
C 1.524 1.502 -1.133
C 1.353 0.011 -1.263
N 1.577 2.023 -2.518
H 0.522 1.790 0.797
H 0.693 3.252 -0.170
H -0.593 2.087 -0.605
H 2.501 1.675 -0.662
H 2.164 -0.398 -1.929
H 1.430 -0.462 -0.266
H 0.376 -0.257 -1.701
H 1.739 3.042 -2.406
H 0.578 1.994 -2.830
C -1.247 -0.917 1.488
C -1.791 -2.127 1.342
N -0.834 -3.251 1.420
N -1.823 0.336 1.332
H -0.160 -0.801 1.728
H -2.819 -2.443 1.206
H -0.770 -3.863 0.647
H 0.101 -2.896 1.588
H -1.039 -3.827 2.224
H -2.749 0.317 0.969
H -1.174 1.051 0.960
*
```

For the highest occupied orbital energy (spin up / spin down), the calculation gives -15.20 / -15.18 eV. Its energy is -9893.996 eV. The relative energy (zero: lowest compared OMol25 entry of this formula, charge and spin) comes out at 273.0 kJ/mol. The calculation puts the frontier orbital gap (spin up / spin down) at 6.26 / 1.96 eV. As for the expectation value of S²: 0.78.

(2)
This record from the Open Molecules 2025 dataset describes a cluster of 2 separate species, C5H16N3 in total in a non-equilibrium geometry. The level of theory is ωB97M-V/def2-TZVPD.

The geometry in ORCA input format:
```
! RIJCOSX wB97M-V def2-TZVPD def2/J DEFGRID3
* xyz 2 2
C -0.795 -1.421 -2.094
C 0.099 -1.161 -0.899
C 0.068 -2.313 0.131
C 0.697 -1.793 1.472
H -0.783 -2.439 -2.496
H -0.530 -0.800 -2.963
H -1.823 -1.271 -1.761
H -0.182 -0.195 -0.416
H 1.148 -0.944 -1.131
H 0.670 -3.174 -0.203
H -0.948 -2.692 0.270
H 1.637 -1.254 1.373
H 0.874 -2.682 2.091
H -0.077 -1.128 1.873
N 0.964 1.988 -0.615
C -0.079 1.955 0.305
N -0.778 3.129 0.194
N -0.531 1.331 1.661
H 1.579 2.685 -0.174
H 1.471 1.118 -0.440
H -0.516 3.881 0.834
H -0.589 3.405 -0.773
H -0.090 2.091 2.202
H -1.486 1.683 1.557
*
```

For the highest occupied orbital energy (spin up / spin down), the calculation gives -19.92 / -19.82 eV. Its energy is -9891.421 eV. The relative energy (zero: lowest compared OMol25 entry of this formula, charge and spin) comes out at 521.5 kJ/mol. The calculation puts the frontier orbital gap (spin up / spin down) at 10.28 / 6.12 eV. As for the expectation value of S²: 0.75.

(3)
This record from the Open Molecules 2025 dataset describes a structure of composition C5H16N4 in a non-equilibrium geometry. The level of theory is ωB97M-V/def2-TZVPD.

The geometry in ORCA input format:
```
! RIJCOSX wB97M-V def2-TZVPD def2/J DEFGRID3
* xyz 0 1
C -0.999 -0.009 -0.130
C 1.013 0.267 2.459
C 1.795 0.748 0.158
C -2.245 -0.675 -0.634
C 0.116 0.228 -2.160
N -0.100 -0.744 0.590
N 1.147 -0.152 1.077
N 0.066 -2.064 0.126
N -1.146 1.291 0.292
H 0.696 -2.039 -0.679
H 0.531 -2.573 0.869
H -1.835 1.806 -0.236
H -0.272 1.796 0.389
H 1.752 1.797 0.489
H 2.016 0.382 2.871
H 0.484 1.223 2.588
H 0.482 -0.502 3.024
H 2.832 0.456 -0.005
H 1.171 0.566 -1.016
H -2.451 -0.336 -1.653
H -3.088 -0.398 0.003
H -2.139 -1.754 -0.653
H -0.601 0.993 -2.474
H -0.234 -0.738 -2.536
H 1.008 0.431 -2.758
*
```

For the highest occupied orbital energy, the calculation gives -6.95 eV. Its energy is -11399.684 eV. The relative energy (zero: lowest compared OMol25 entry of this formula, charge and spin) comes out at 564.6 kJ/mol. The calculation puts the frontier orbital gap at 7.97 eV.

(4)
This record from the Open Molecules 2025 dataset describes a cluster of 2 separate species, C5H16N5S in total in a non-equilibrium geometry. The level of theory is ωB97M-V/def2-TZVPD.

The geometry in ORCA input format:
```
! RIJCOSX wB97M-V def2-TZVPD def2/J DEFGRID3
* xyz 1 1
C -2.847 0.847 0.096
C 2.564 -1.194 -0.929
C 1.258 1.002 -0.836
C 3.034 0.552 0.791
C 1.909 -0.085 -0.073
N -2.936 -0.467 0.019
N -3.964 1.461 -0.267
N -1.857 1.335 0.828
N -2.364 -2.606 -0.022
N -2.234 -1.386 -0.486
S 0.570 -0.795 1.053
H 1.951 -1.445 -1.921
H 3.474 -0.855 -1.216
H 2.864 -2.041 -0.465
H 0.837 1.639 -0.066
H 0.448 0.679 -1.316
H 2.014 1.344 -1.614
H 2.754 1.412 1.494
H 3.487 -0.220 1.452
H 3.662 1.097 0.178
H -4.557 0.932 -0.924
H -3.839 2.465 -0.411
H -1.286 0.636 1.338
H -1.554 2.258 0.685
H -1.878 -3.305 -0.546
H -2.736 -2.648 0.908
H 1.225 -0.613 2.249
*
```

For the highest occupied orbital energy, the calculation gives -12.48 eV. Its energy is -23721.286 eV. The relative energy (zero: lowest compared OMol25 entry of this formula, charge and spin) comes out at 33.5 kJ/mol. The calculation puts the frontier orbital gap at 8.71 eV.

(5)
This record from the Open Molecules 2025 dataset describes a structure of composition C5H16N6Na4O7Pb in a non-equilibrium geometry. The level of theory is ωB97M-V/def2-TZVPD.

The geometry in ORCA input format:
```
! RIJCOSX wB97M-V def2-TZVPD def2/J DEFGRID3
* xyz 4 1
Na 2.397 2.942 -0.441
Na 0.868 -3.118 -3.338
Na -1.943 -0.946 -3.623
Na 3.015 0.436 -3.181
Pb -0.557 2.581 -2.563
C 0.606 0.002 -1.543
O -0.650 0.234 -1.880
O 1.339 0.932 -1.069
O 1.131 -1.119 -1.863
C -4.246 -1.263 -1.195
O -3.889 -1.297 -2.396
N -3.460 -0.710 -0.215
N -5.437 -1.738 -0.817
H -3.900 -0.360 0.619
H -2.573 -0.329 -0.486
H -5.979 -2.219 -1.518
H -5.845 -1.531 0.078
C 3.808 1.208 2.085
O 3.824 2.358 1.594
N 3.074 0.151 1.588
N 4.635 0.903 3.106
H 3.115 -0.712 2.107
H 2.286 0.313 0.995
H 4.531 0.009 3.557
H 5.246 1.602 3.491
C -1.009 3.147 0.349
O -0.148 3.377 -0.601
N -1.710 4.175 0.823
N -1.125 1.945 0.919
H -2.192 4.153 1.710
H -1.467 5.055 0.388
H -1.705 1.860 1.741
H -0.575 1.161 0.616
C 1.469 -4.238 0.197
O 1.206 -2.906 0.649
H 2.093 -4.196 -0.708
H 2.005 -4.754 0.987
H 0.560 -4.793 -0.054
H 1.200 -2.316 -0.107
*
```

For the highest occupied orbital energy, the calculation gives -19.15 eV. Its energy is -51600.599 eV. The calculation puts the frontier orbital gap at 4.67 eV.

(6)
This record from the Open Molecules 2025 dataset describes a cluster of 2 separate species, C5H16NO in total in a non-equilibrium geometry. The level of theory is ωB97M-V/def2-TZVPD.

The geometry in ORCA input format:
```
! RIJCOSX wB97M-V def2-TZVPD def2/J DEFGRID3
* xyz 0 2
C 0.105 -1.122 -0.831
C -0.196 0.299 -0.459
C 1.272 1.014 -0.461
C -1.307 0.917 -1.252
C -1.611 2.301 -0.619
N 0.242 -2.042 0.343
H 1.024 -1.379 -1.476
H -0.705 -1.492 -1.445
H -0.521 0.285 0.674
H 2.057 0.348 -0.173
H 1.376 1.234 -1.549
H 1.159 1.841 0.218
H -1.079 1.006 -2.438
H -2.244 0.346 -1.082
H -1.709 2.177 0.458
H -0.759 3.142 -0.518
H -2.626 2.618 -0.883
H 0.000 -1.714 1.242
H -0.182 -3.013 0.247
H 1.165 -2.224 0.645
H 2.265 -1.816 3.252
H 0.827 -1.126 3.406
O 1.445 -1.600 2.702
*
```

For the highest occupied orbital energy (spin up / spin down), the calculation gives -3.09 / -11.19 eV. Its energy is -8977.266 eV. The relative energy (zero: lowest compared OMol25 entry of this formula, charge and spin) comes out at 281.7 kJ/mol. The calculation puts the frontier orbital gap (spin up / spin down) at 3.78 / 11.91 eV. As for the expectation value of S²: 0.75.

(7)
This record from the Open Molecules 2025 dataset describes a cluster of 2 separate species, C5H16NO in total. The level of theory is ωB97M-V/def2-TZVPD.

The geometry in ORCA input format:
```
! RIJCOSX wB97M-V def2-TZVPD def2/J DEFGRID3
* xyz 1 1
C -1.825 1.615 -0.519
C -0.714 2.612 -0.764
N 0.583 2.143 -0.164
H -2.757 2.059 -0.860
H -1.672 0.708 -1.098
H -1.943 1.348 0.529
H -0.527 2.694 -1.833
H -0.942 3.596 -0.367
H 0.495 2.036 0.851
H 1.357 2.787 -0.326
H 0.833 1.192 -0.556
C 0.888 -1.668 -0.498
O 1.060 -0.348 -1.092
C 0.392 -1.515 0.919
C 0.251 -2.858 1.626
H 0.184 -2.225 -1.118
H 1.850 -2.178 -0.525
H 1.231 -0.517 -2.019
H 1.131 -0.917 1.463
H -0.550 -0.963 0.926
H 1.179 -3.423 1.562
H 0.030 -2.707 2.678
H -0.534 -3.471 1.185
*
```

For the highest occupied orbital energy, the calculation gives -14.79 eV. Its energy is -8976.058 eV. The relative energy (zero: lowest compared OMol25 entry of this formula, charge and spin) comes out at 44.1 kJ/mol. The calculation puts the frontier orbital gap at 11.67 eV.

(8)
This record from the Open Molecules 2025 dataset describes a cluster of 2 separate species, C5H16NO in total in a non-equilibrium geometry. The level of theory is ωB97M-V/def2-TZVPD.

The geometry in ORCA input format:
```
! RIJCOSX wB97M-V def2-TZVPD def2/J DEFGRID3
* xyz 1 1
C -0.655 0.051 1.797
C -0.077 0.294 0.469
C 0.548 -1.100 0.004
C 0.675 -1.188 -1.449
C 1.385 -2.561 -1.821
N -1.169 0.743 -0.470
H -1.218 0.864 2.241
H 0.070 -0.224 2.643
H -1.434 -0.729 1.830
H 0.618 1.192 0.505
H 1.405 -1.316 0.639
H -0.324 -1.739 0.333
H -0.296 -0.765 -1.828
H 1.302 -0.275 -1.771
H 1.560 -2.661 -2.937
H 2.370 -2.556 -1.288
H 0.699 -3.339 -1.542
H -1.765 1.498 -0.061
H -1.716 -0.132 -0.670
H -0.880 1.025 -1.448
H 0.380 4.444 1.626
H -1.092 4.494 1.818
O -0.385 3.979 1.380
*
```

For the highest occupied orbital energy, the calculation gives -14.98 eV. Its energy is -8974.783 eV. The relative energy (zero: lowest compared OMol25 entry of this formula, charge and spin) comes out at 167.1 kJ/mol. The calculation puts the frontier orbital gap at 11.66 eV.

(9)
This record from the Open Molecules 2025 dataset describes a cluster of 2 separate species, C5H16NO in total in a non-equilibrium geometry. The level of theory is ωB97M-V/def2-TZVPD.

The geometry in ORCA input format:
```
! RIJCOSX wB97M-V def2-TZVPD def2/J DEFGRID3
* xyz 1 1
C -0.676 -1.506 0.928
C -0.451 -0.321 -0.128
C -0.145 1.013 0.678
C -1.465 1.755 0.700
C 0.383 0.785 2.131
N 0.581 -0.337 -1.280
H 0.348 -1.911 1.021
H -1.280 -2.307 0.528
H -1.041 -1.288 1.922
H -1.316 -0.092 -0.756
H 0.626 1.595 0.133
H -1.264 2.722 1.195
H -2.413 1.476 1.143
H -1.833 2.030 -0.318
H 0.812 1.765 2.404
H 1.050 -0.096 2.099
H -0.351 0.497 2.905
H 0.800 -1.268 -1.616
H 1.416 0.090 -0.887
H 0.288 0.262 -2.045
H 2.435 -1.106 -3.932
H 1.720 -2.348 -3.529
O 1.775 -1.410 -3.294
*
```

For the highest occupied orbital energy, the calculation gives -14.79 eV. Its energy is -8974.823 eV. The relative energy (zero: lowest compared OMol25 entry of this formula, charge and spin) comes out at 163.2 kJ/mol. The calculation puts the frontier orbital gap at 11.57 eV.

(10)
This record from the Open Molecules 2025 dataset describes a cluster of 2 separate species, C5H16NO in total in a non-equilibrium geometry. The level of theory is ωB97M-V/def2-TZVPD.

The geometry in ORCA input format:
```
! RIJCOSX wB97M-V def2-TZVPD def2/J DEFGRID3
* xyz 1 1
C -1.790 0.824 -0.288
C -1.013 -0.233 0.457
C -0.206 -1.326 -0.351
C -0.782 -1.548 -1.774
C 1.162 -0.644 -0.567
N -0.177 0.429 1.537
H -2.451 0.563 -1.231
H -0.982 1.538 -0.649
H -2.413 1.386 0.340
H -1.637 -0.882 1.024
H -0.218 -2.211 0.246
H -1.210 -2.509 -1.841
H -0.123 -1.671 -2.699
H -1.274 -0.686 -2.078
H 1.834 -1.547 -0.987
H 1.779 -0.563 0.484
H 1.172 0.337 -1.046
H 0.902 0.547 1.481
H -0.187 -0.213 2.463
H -0.444 1.447 1.900
H 2.895 2.317 1.917
H 2.766 2.641 0.489
O 2.397 2.004 1.173
*
```

For the highest occupied orbital energy, the calculation gives -14.35 eV. Its energy is -8973.578 eV. The relative energy (zero: lowest compared OMol25 entry of this formula, charge and spin) comes out at 283.4 kJ/mol. The calculation puts the frontier orbital gap at 10.94 eV.

- What is the energy in the sixth record?
  -8977.266 eV

- Among the records above, which one has the highest energy?
  number 10

- Which of these has the lowest energy?
  C5H16N6Na4O7Pb

- Which of these has the lowest energy?
  C5H16N6Na4O7Pb